1.
Density functional theory data (wB97M-V/def2-TZVPD) for a molecular structure, C12H26NO4PbS3.

CARTESIAN COORDINATES (ANGSTROEM)
H -1.52 -3.45 0.51
C -2.60 1.11 -1.41
S -0.66 2.21 2.76
C -0.35 -3.07 -1.21
H 2.99 -0.83 -2.28
H -1.09 -3.07 -2.00
H 1.72 0.89 -1.04
H -0.23 -2.39 0.82
H 1.40 -2.94 -2.40
C -1.91 -1.42 0.07
C 0.88 -2.28 -1.72
H -1.04 1.90 -0.18
O 1.31 2.92 4.60
S 1.38 2.21 3.40
H -2.50 2.06 -1.89
H -0.20 -0.29 -0.44
H 4.08 1.30 0.70
C 2.74 0.67 -0.84
H -4.25 -0.25 -1.59
C -0.99 -2.61 0.10
C 2.96 -0.81 -1.20
C 1.85 -1.78 -0.66
N 2.19 3.06 2.35
H -0.10 -4.10 -1.04
H -2.58 -1.50 0.97
H -4.73 1.42 -1.67
O 3.06 3.61 0.17
O 1.75 0.85 3.41
H 2.72 0.40 1.32
H -2.31 1.27 0.80
C -4.05 0.74 -1.20
H -4.33 0.68 -0.13
H -0.71 -0.10 1.17
H 3.31 1.27 -1.53
H -1.08 2.33 4.01
H -2.21 0.35 -2.05
S 2.23 2.69 0.82
O 0.90 2.55 0.27
H 2.34 -2.58 -0.13
Pb -3.83 0.23 1.63
H 1.30 -1.22 0.06
H 0.59 -1.43 -2.32
C -1.06 -0.19 0.17
C -1.74 1.08 -0.16
C 3.04 1.10 0.58
H 3.90 -1.18 -0.83
H -2.55 -1.43 -0.80

Values from the calculation:
* charge: +1
* frontier orbital gap: 4.3694 eV
* strongest force on any atom: 2.69 eV/Å
* HOMO level: -11.685 eV

Electronic structure analysis, Löwdin charges in units of e: atom 1 (H): 0.119, atom 2 (C): -0.177, atom 3 (S): 0.611, atom 4 (C): -0.155, atom 5 (H): 0.106, atom 6 (H): 0.110, atom 7 (H): 0.074, atom 8 (H): 0.114, atom 9 (H): 0.114, atom 10 (C): -0.229, atom 11 (C): -0.186, atom 12 (H): 0.096, atom 13 (O): -0.306, atom 14 (S): 0.233, atom 15 (H): 0.129, atom 16 (H): 0.099, atom 17 (H): 0.108, atom 18 (C): -0.229, atom 19 (H): 0.095, atom 20 (C): -0.185, atom 21 (C): -0.157, atom 22 (C): -0.197, atom 23 (N): -0.313, atom 24 (H): 0.114, atom 25 (H): 0.024, atom 26 (H): 0.108, atom 27 (O): -0.266, atom 28 (O): -0.342, atom 29 (H): 0.075, atom 30 (H): -0.082, atom 31 (C): -0.088, atom 32 (H): -0.133, atom 33 (H): 0.088, atom 34 (H): 0.119, atom 35 (H): -0.166, atom 36 (H): 0.124, atom 37 (S): 0.478, atom 38 (O): -0.386, atom 39 (H): 0.119, atom 40 (Pb): 1.703, atom 41 (H): 0.063, atom 42 (H): 0.107, atom 43 (C): -0.263, atom 44 (C): -0.278, atom 45 (C): -0.211, atom 46 (H): 0.108, atom 47 (H): 0.111



2.
Density functional theory data (wB97M-V/def2-TZVPD) for a molecular structure, C6H6N.

CARTESIAN COORDINATES (ANGSTROEM)
H 2.17 -0.48 0.73
C -0.91 -1.48 1.60
H 1.85 1.74 -1.47
C -0.21 -0.87 0.64
N 0.86 0.08 -0.78
C -0.63 -0.12 -0.62
H -1.99 -1.19 1.69
C 1.18 -0.62 0.27
H -0.77 -2.13 2.42
C -0.31 1.80 -1.02
H -1.13 -0.64 -1.51
C 0.93 1.41 -1.13
H -1.04 2.51 -0.83

Values from the calculation:
* energy above the lowest of the compared OMol25 structures with the same formula, charge and spin: 392.1 kJ/mol
* charge: +1
* frontier orbital gap: 8.8571 eV
* strongest force on any atom: 4.62 eV/Å
* HOMO level: -14.741 eV

Electronic structure analysis, Löwdin charges in units of e: atom 1 (H): 0.166, atom 2 (C): 0.199, atom 3 (H): 0.122, atom 4 (C): -0.201, atom 5 (N): -0.040, atom 6 (C): 0.050, atom 7 (H): 0.116, atom 8 (C): 0.097, atom 9 (H): 0.082, atom 10 (C): 0.243, atom 11 (H): 0.167, atom 12 (C): -0.077, atom 13 (H): 0.075



3.
Density functional theory data (wB97M-V/def2-TZVPD) for a molecular structure, C12H12FN2O2PdSbSe4.

CARTESIAN COORDINATES (ANGSTROEM)
C 2.12 -2.42 -0.95
N -0.55 0.92 0.82
Se -1.09 -4.82 -4.65
Pd -0.90 1.18 -1.14
H 3.23 -3.82 2.47
C 2.92 -3.43 1.51
C 2.90 -3.57 -0.89
H 3.91 -4.97 0.39
H -1.37 0.20 3.30
H 1.82 -1.78 2.35
H -1.35 5.81 0.89
C -1.57 2.95 1.60
C 3.30 -4.07 0.34
Se -3.25 -2.40 -6.96
O -0.81 3.37 -0.61
H 1.79 -2.02 -1.90
H -1.25 1.87 3.91
C 2.14 -2.28 1.45
F -2.81 1.26 -0.83
C -2.04 5.10 0.43
N 0.14 -0.25 1.13
H -2.21 5.40 -0.61
Se -0.96 1.39 -3.59
O 0.93 0.09 -1.01
H -2.98 5.13 0.98
C -1.00 1.67 1.79
Sb -1.40 -2.57 -5.44
Se -1.29 -0.70 -2.78
H 3.17 -4.08 -1.81
C -1.43 3.70 0.43
C 1.74 -1.77 0.22
C 0.89 -0.55 0.11
C -0.85 1.15 3.20
H -2.08 3.39 2.44
H 0.20 0.96 3.42

Values from the calculation:
* charge: -2
* frontier orbital gap (spin up / spin down): 5.3528 / 5.3536 eV
* strongest force on any atom: 1.52 eV/Å
* HOMO level (spin up / spin down): -1.869 / -1.869 eV

Electronic structure analysis, Löwdin charges in units of e: atom 1 (C): -0.014, atom 2 (N): -0.106, atom 3 (Se): -0.401, atom 4 (Pd): 0.768, atom 5 (H): 0.087, atom 6 (C): -0.110, atom 7 (C): -0.083, atom 8 (H): 0.087, atom 9 (H): 0.076, atom 10 (H): 0.100, atom 11 (H): 0.070, atom 12 (C): -0.069, atom 13 (C): -0.118, atom 14 (Se): -0.403, atom 15 (O): -0.129, atom 16 (H): 0.109, atom 17 (H): 0.060, atom 18 (C): -0.045, atom 19 (F): -0.553, atom 20 (C): -0.042, atom 21 (N): 0.078, atom 22 (H): 0.072, atom 23 (Se): 0.021, atom 24 (O): -0.232, atom 25 (H): 0.067, atom 26 (C): -0.339, atom 27 (Sb): -0.027, atom 28 (Se): 0.027, atom 29 (H): 0.099, atom 30 (C): -0.509, atom 31 (C): -0.141, atom 32 (C): -0.501, atom 33 (C): -0.050, atom 34 (H): 0.080, atom 35 (H): 0.069



4.
Density functional theory data (wB97M-V/def2-TZVPD) for a molecular structure, C6H9N.

CARTESIAN COORDINATES (ANGSTROEM)
N -1.03 0.05 0.69
H -0.93 0.75 -2.37
C 0.79 -0.97 -0.60
H 1.33 -1.48 0.21
C -0.55 1.15 -0.10
C -0.09 0.00 1.80
H 1.03 -1.47 -1.55
H -0.72 2.17 0.23
H -1.42 -1.64 -0.68
H -0.10 -0.95 2.35
H 1.65 1.14 -1.14
C -0.60 0.46 -1.39
H 0.89 0.24 1.34
C 0.79 0.56 -0.79
C -0.73 -0.82 -0.50
H -0.32 0.82 2.49

Values from the calculation:
* energy above the lowest of the compared OMol25 structures with the same formula, charge and spin: 375.0 kJ/mol
* frontier orbital gap: 9.8150 eV
* strongest force on any atom: 1.24 eV/Å
* HOMO level: -8.658 eV

Electronic structure analysis, Löwdin charges in units of e: atom 1 (N): -0.100, atom 2 (H): 0.129, atom 3 (C): -0.124, atom 4 (H): 0.100, atom 5 (C): -0.216, atom 6 (C): -0.103, atom 7 (H): 0.116, atom 8 (H): 0.145, atom 9 (H): 0.133, atom 10 (H): 0.088, atom 11 (H): 0.120, atom 12 (C): -0.118, atom 13 (H): 0.074, atom 14 (C): -0.143, atom 15 (C): -0.188, atom 16 (H): 0.087



5.
Density functional theory data (wB97M-V/def2-TZVPD) for 2 unconnected molecules or ions with the total composition C3H9N3OS.

CARTESIAN COORDINATES (ANGSTROEM)
H 0.11 2.16 1.34
H 1.57 -1.06 0.29
H -0.03 -1.59 0.80
S 1.91 -0.27 -1.83
C 0.63 0.55 -1.14
H 1.23 -3.09 -2.83
C 0.75 -0.74 0.85
N 0.50 -2.75 -2.14
N -0.39 -2.18 -2.85
H 0.12 1.16 -1.76
H 1.10 -0.50 1.86
C -0.56 1.34 0.85
H -1.25 1.83 0.14
N 0.25 0.39 0.12
O 0.49 -3.17 -0.96
H -1.25 0.81 1.54
H -1.32 -2.21 -2.44

Values from the calculation:
* energy above the lowest of the compared OMol25 structures with the same formula, charge and spin: 417.4 kJ/mol
* frontier orbital gap: 8.3526 eV
* strongest force on any atom: 4.63 eV/Å
* HOMO level: -8.115 eV

Electronic structure analysis, Löwdin charges in units of e: atom 1 (H): 0.127, atom 2 (H): -0.024, atom 3 (H): 0.116, atom 4 (S): 0.623, atom 5 (C): -0.607, atom 6 (H): 0.177, atom 7 (C): -0.111, atom 8 (N): -0.346, atom 9 (N): 0.098, atom 10 (H): 0.020, atom 11 (H): 0.098, atom 12 (C): -0.062, atom 13 (H): 0.089, atom 14 (N): -0.291, atom 15 (O): -0.071, atom 16 (H): 0.092, atom 17 (H): 0.071